Entry 1:
The following is a DFT calculation (wB97M-V/def2-TZVPD) of an isolated ion of composition C23H34F9N2O2 and charge +1 in a non-equilibrium geometry.

XYZ file:
```
70
Properties=species:S:1:pos:R:3:forces:R:3
C -3.185755 2.444370 1.855178 3.8 -5.4 -2.1
C -2.280360 1.603885 1.381640 -2.9 4.5 2.9
C -0.981175 0.800314 0.897775 -1.0 1.3 -1.0
C 0.254570 1.653490 0.215348 -1.3 -0.7 -0.6
C 1.201783 2.524644 1.180931 -0.6 -1.4 1.6
F 2.224574 1.717171 1.842610 -2.8 1.8 -1.8
F 0.350861 2.993192 2.264161 2.3 -0.7 -2.9
C 1.992525 3.706742 0.419546 2.2 -0.3 -1.1
F 3.341693 3.203078 0.176832 -3.6 1.3 0.5
F 1.456493 4.006552 -0.904276 1.0 -0.8 3.7
C 2.177813 5.072121 1.256157 2.7 1.4 0.4
F 3.364542 5.717298 0.703321 -3.3 -1.6 1.3
F 2.505948 4.856523 2.654008 -1.5 0.3 -4.1
C 0.982752 6.154770 1.052892 -0.8 3.1 0.6
F 1.234462 7.230637 1.997279 -0.9 -3.3 -2.7
F 1.033657 6.785394 -0.253780 -0.3 -2.4 3.9
F -0.322563 5.638701 1.305578 3.8 1.3 -1.0
C 0.881810 0.447423 -0.660284 1.1 -0.3 1.8
C 2.263706 0.648690 -1.463617 0.2 -0.1 -0.4
C 3.556762 -0.019589 -0.703070 -0.2 -0.2 -1.2
C 3.720491 -1.612019 -1.044847 0.4 0.0 0.9
C 3.942198 -2.365606 0.387428 1.2 1.1 -0.6
N 2.640262 -2.455507 1.146418 -0.6 -2.9 -0.6
C 2.499802 -3.854618 1.691401 0.8 -2.3 3.8
C 1.571994 -4.972500 0.932986 0.2 1.2 -0.4
O 3.046636 -4.241637 2.776330 -1.9 2.3 -4.9
N -0.358594 0.000670 -1.439267 0.9 -0.5 -0.5
C -0.455049 0.435094 -2.879146 -0.2 -0.3 -2.8
C -1.952541 0.528253 -3.474172 0.0 1.2 -0.3
C -2.389313 2.109006 -3.356553 1.1 -0.5 0.0
C -1.537806 0.140201 -0.512396 -0.8 -1.6 2.9
C -1.986367 -1.419765 -0.296417 -1.1 0.4 -0.1
C -3.271354 -1.595654 0.661348 0.7 -1.0 0.5
O -3.860352 -2.910808 0.356284 0.2 1.4 1.1
C -4.668703 -3.380997 1.472041 -0.9 -1.0 0.7
C -3.841003 -4.132417 2.633804 -0.4 -0.6 0.1
H -4.179892 2.797237 2.334979 2.4 -0.5 -1.2
H -0.567122 0.074284 1.688209 -0.9 1.0 -1.2
H -0.336263 2.270771 -0.575010 1.5 -0.2 1.6
H 0.998757 -0.441596 0.086027 0.2 1.6 -1.2
H 2.266544 0.152258 -2.520710 -0.4 0.8 1.9
H 2.394166 1.776488 -1.655033 0.0 -1.8 0.4
H 4.476170 0.507796 -1.176202 -1.6 -0.7 1.3
H 3.503498 0.077449 0.438794 0.1 0.3 -1.8
H 4.667913 -1.798699 -1.697238 -1.8 0.4 1.1
H 2.794779 -2.013336 -1.621947 1.5 0.5 1.0
H 4.491016 -3.371986 0.296751 -1.1 1.4 0.0
H 4.657403 -1.670252 0.993178 -1.2 -1.3 -1.0
H 1.841728 -2.391279 0.471279 1.2 -0.1 0.5
H 0.843222 -4.384231 0.237923 1.1 -1.4 1.1
H 2.255985 -5.650504 0.290233 -1.1 1.3 1.0
H 1.014484 -5.650617 1.683647 1.0 1.4 -1.1
H -0.238922 -1.029148 -1.511668 -0.1 0.8 0.0
H 0.094888 -0.382486 -3.504688 -0.8 1.5 1.3
H 0.101049 1.419608 -3.103714 -0.9 -1.5 0.8
H -1.902520 0.235629 -4.602324 0.0 0.6 2.1
H -2.715415 -0.182451 -2.992019 1.3 1.1 -0.5
H -2.251944 2.496462 -2.263413 -0.6 -0.7 -1.9
H -3.444903 2.309102 -3.757229 1.7 -0.2 0.7
H -1.576877 2.681464 -3.969193 -1.7 -0.8 0.9
H -2.387566 0.871952 -0.762471 1.5 -1.5 -0.6
H -1.123727 -2.038839 0.188416 -1.3 1.2 -1.0
H -2.241927 -1.864223 -1.343494 0.4 0.7 1.8
H -4.050245 -0.750205 0.555018 1.3 -1.3 0.2
H -2.868884 -1.693311 1.752738 -0.8 0.8 -1.8
H -5.309757 -2.523438 1.909554 1.1 -1.2 -0.7
H -5.411558 -4.168309 1.039627 1.4 1.5 0.6
H -3.047209 -3.484847 3.160564 -1.2 -1.0 -0.9
H -3.368312 -5.112600 2.218162 -0.6 1.9 0.6
H -4.588599 -4.492366 3.455034 1.2 0.8 -1.5
```
Forces are in eV/Å.

Multiplicity: 1
SMILES: C#C[C@@H]1[C@@H](C(F)(F)C(F)(F)C(F)(F)C(F)(F)F)[C@H](CCCCNC(C)=O)[N@H+](CCC)[C@H]1CCOCC
M, g/mol: 541.52
HOMO energy, eV: -12.198
Frontier orbital gap, eV: 9.3
Total charge: +1


Entry 2:
The following is a DFT calculation (wB97M-V/def2-TZVPD) of the molecule C7H8N2O2 in a non-equilibrium geometry.

XYZ file:
```
19
Properties=species:S:1:pos:R:3:forces:R:3
H 0.709090 2.595238 0.042616 -0.9 1.0 1.3
N 0.747076 1.681724 -0.319023 -0.5 -1.4 -2.1
C -0.213362 0.823086 -0.260970 0.2 3.8 2.4
C -1.433804 0.992662 0.584380 1.0 -1.3 -1.3
C -2.290293 -0.034791 0.711820 1.0 3.5 0.2
C -2.064657 -1.265574 0.100340 0.5 -3.3 -1.3
C -1.048648 -1.493637 -0.760901 1.1 2.4 1.7
C -0.003425 -0.393598 -0.993825 -1.5 -1.6 -1.3
O 1.368892 -0.806852 -0.968753 0.5 0.2 0.1
N 1.951450 -0.482196 0.315456 -3.2 -2.3 -0.7
C 2.827024 0.402779 0.293631 3.3 0.2 2.9
O 1.346729 -0.996684 1.266979 0.3 -0.2 0.1
H -1.575267 1.906515 1.107178 -0.1 0.7 0.2
H -3.165257 0.304979 1.201315 -1.1 -0.9 0.8
H -2.693939 -2.070928 0.459375 -0.3 -0.2 -0.7
H -0.704192 -2.214288 -1.444506 -0.7 -2.1 0.0
H -0.222245 -0.237670 -2.062630 0.6 0.6 0.0
H 3.111943 0.901531 -0.590942 0.3 0.2 -0.6
H 3.352877 0.387711 1.318467 -0.7 0.8 -1.9
```
Forces are in eV/Å.

Multiplicity: 1
SMILES: [H]/N=C1\C=CC=C[C@@H]1O[N+](=C)[O-]
ΔE to the lowest compared entry with this formula, charge and spin, kcal/mol: 166.7
M, g/mol: 152.15
HOMO energy, eV: -8.490
Frontier orbital gap, eV: 8.4


Entry 3:
The following is a DFT calculation (wB97M-V/def2-TZVPD) of C49H42BrN7O5PPbS as an isolated structure.

XYZ file:
```
107
Properties=species:S:1:pos:R:3:forces:R:3
Pb 0.256631 0.997272 0.240003 0.1 -0.1 -0.5
O -3.213971 3.279882 -1.696326 -0.3 0.0 -0.1
C -4.180651 3.134748 -0.769362 0.2 0.0 -0.2
C -5.463196 3.562286 -1.112978 -0.1 0.0 0.0
C -6.505064 3.442268 -0.210923 0.0 -0.1 0.0
C -6.290450 2.878869 1.045804 0.1 0.0 -0.1
C -5.016700 2.447674 1.380785 0.0 0.0 0.0
C -3.944607 2.573996 0.496197 0.1 -0.1 0.2
C -2.560439 2.174801 0.899505 -0.2 0.2 -0.5
O -1.586687 2.612007 0.183012 -0.6 0.2 0.3
N -2.431119 1.418365 1.968698 0.3 0.3 -0.2
N -1.083088 1.211389 2.190639 -0.3 -0.4 0.4
C -0.792612 0.722970 3.342824 0.1 0.0 0.1
C 0.545115 0.485577 3.826693 -0.2 -0.1 0.1
C 0.697416 -0.161677 5.067829 -0.1 0.0 -0.1
C 1.931107 -0.352828 5.635514 0.3 0.2 -0.2
C 3.063696 0.135875 4.948888 -0.2 -0.1 0.1
C 2.941183 0.770759 3.737468 -0.1 0.1 -0.1
C 1.672480 0.972082 3.128982 0.1 0.1 -0.1
O 1.562615 1.642385 2.012969 0.1 -0.5 0.1
H -2.379762 2.977001 -1.273419 0.2 0.0 0.2
H -5.612897 3.986271 -2.100052 0.0 0.0 0.1
H -7.496437 3.784549 -0.491978 0.1 0.0 0.0
H -7.106232 2.778036 1.751538 0.0 0.0 0.0
H -4.815115 2.000511 2.346640 0.0 0.0 0.0
H -1.630133 0.528800 4.015098 0.0 0.0 0.0
H -0.196917 -0.504106 5.581305 0.0 0.0 0.0
H 2.029961 -0.845624 6.593697 0.0 0.0 0.0
H 4.050214 0.000059 5.380376 0.0 0.0 0.0
H 3.804678 1.133338 3.193438 0.0 0.0 0.1
C 4.194909 -0.563029 -4.644831 0.1 0.0 0.1
C 2.841220 -1.096666 -4.199224 0.0 0.0 0.2
N 2.851090 -1.631493 -2.838411 0.0 0.0 0.0
C 2.637493 -0.775853 -1.699326 -0.2 0.4 -0.4
S 1.135924 -1.276102 -0.856583 0.1 -0.1 0.5
N 2.632340 0.583743 -2.123979 0.6 -0.3 0.1
N 2.224332 1.460266 -1.272489 -0.3 0.1 0.0
C 2.576952 2.706996 -1.408677 -0.3 0.2 0.3
C 3.588414 3.120925 -2.426698 0.1 0.1 0.0
C 2.033224 3.671971 -0.452580 0.1 -0.4 -0.3
C 2.720706 4.852831 -0.162965 0.0 0.3 0.1
C 2.219576 5.702515 0.801667 0.1 0.0 -0.1
C 1.047303 5.370121 1.469021 0.0 0.0 0.0
C 0.423702 4.188501 1.131247 0.1 -0.1 -0.2
N 0.893046 3.381087 0.172915 0.0 0.0 0.2
H 4.143411 -0.158690 -5.661704 0.0 0.0 0.1
H 4.944044 -1.360055 -4.622029 0.0 0.1 0.0
H 4.520605 0.230373 -3.969735 0.0 0.0 0.0
H 2.559103 -1.935663 -4.837850 0.0 0.0 -0.1
H 2.083850 -0.320565 -4.318637 -0.1 0.1 0.0
H 2.246699 -2.432934 -2.754226 0.0 -0.1 0.0
H 3.571147 2.407569 -3.246916 0.0 0.0 0.0
H 4.606071 3.128039 -2.018253 0.0 0.0 0.0
H 3.366859 4.119592 -2.807673 0.0 0.0 0.0
H 3.651002 5.070837 -0.669625 0.0 0.0 0.0
H 2.749246 6.614869 1.045905 0.0 0.0 0.0
H 0.624352 6.008132 2.233237 0.0 0.0 0.0
H -0.494161 3.867723 1.606459 0.1 0.0 0.0
Br 9.054679 -3.551408 2.759109 0.0 0.0 0.0
C 7.502035 -2.744461 2.018829 0.0 0.0 0.0
C 6.503882 -2.298437 2.868374 -0.1 0.0 0.0
C 5.371913 -1.710984 2.319922 0.1 0.0 0.1
C 5.243226 -1.581273 0.943909 -0.1 0.1 0.0
C 6.253664 -2.040280 0.108536 0.1 0.0 -0.1
C 7.396367 -2.621513 0.643857 -0.1 0.0 0.0
C 3.979632 -0.950625 0.410561 0.0 0.0 0.1
O 3.909904 -1.029627 -0.894479 0.1 -0.2 -0.5
O 3.154345 -0.459163 1.135051 0.0 0.1 0.3
H 6.606868 -2.410487 3.939566 0.0 0.0 0.0
H 4.571913 -1.341234 2.952949 0.0 -0.1 -0.1
H 6.135146 -1.945536 -0.964288 0.0 0.0 0.1
H 8.191233 -2.976964 0.002241 0.0 0.0 0.0
N -1.532042 0.181414 -0.670682 0.0 -0.3 0.0
P -2.305426 -1.149408 -0.743082 0.0 0.0 -0.1
C -2.430060 -1.741407 -2.472842 0.0 -0.1 -0.1
C -1.541467 -1.195689 -3.396416 0.0 -0.1 0.0
C -1.568266 -1.607449 -4.725586 0.0 0.0 0.1
C -2.488921 -2.560897 -5.143067 0.0 0.0 0.1
C -3.401112 -3.086495 -4.234659 0.1 0.1 0.0
C -3.375870 -2.670631 -2.909044 0.0 0.1 -0.1
C -1.754136 -2.602924 0.243640 0.1 -0.1 0.1
C -0.945483 -2.386547 1.355672 -0.1 -0.1 0.0
C -0.506271 -3.438674 2.152107 -0.1 0.0 -0.1
C -0.877804 -4.737716 1.838799 0.0 0.1 0.0
C -1.695206 -4.973049 0.739010 0.0 0.1 0.0
C -2.132537 -3.914977 -0.047267 0.1 0.0 0.0
C -4.068964 -1.064276 -0.273951 -0.1 0.2 0.1
C -4.539404 -1.594434 0.924947 0.0 0.0 0.0
C -5.873300 -1.441341 1.289580 0.0 0.0 0.0
C -6.743584 -0.747117 0.461610 0.1 0.0 0.0
C -6.279480 -0.193405 -0.727173 0.0 0.0 0.0
C -4.949819 -0.348104 -1.091081 0.0 0.0 0.1
H -0.833985 -0.450912 -3.046703 0.0 -0.1 0.0
H -0.871098 -1.177237 -5.435786 0.0 0.0 0.0
H -2.505873 -2.886635 -6.176740 0.0 0.0 0.0
H -4.139828 -3.808724 -4.561245 0.0 0.0 0.0
H -4.125954 -3.043877 -2.221125 0.0 0.0 0.0
H -0.668438 -1.380199 1.618421 0.1 0.1 0.1
H 0.129691 -3.234346 3.006124 0.0 0.0 0.0
H -0.530555 -5.566019 2.445194 0.0 0.0 0.0
H -1.990622 -5.984899 0.489065 0.0 0.0 0.0
H -2.764902 -4.124897 -0.900124 0.0 0.0 0.0
H -3.860697 -2.128932 1.579956 -0.1 0.0 0.0
H -6.228371 -1.855107 2.227960 0.0 0.0 -0.1
H -7.781060 -0.621189 0.749412 0.0 0.0 0.0
H -6.951559 0.373647 -1.361397 0.0 0.0 0.0
H -4.583888 0.101866 -2.008569 0.0 0.0 0.0
```
Forces are in eV/Å.

Multiplicity: 1
ΔE to the lowest compared entry with this formula, charge and spin, kcal/mol: 70.6
M, g/mol: 1159.06
HOMO energy, eV: -4.625
Frontier orbital gap, eV: 6.0
Total charge: -1